162
Properties=species:S:1:pos:R:3:lowdin_charge:R:1 method="wB97M-V/def2-TZVPD" max_force_ev_per_a=3.0 total_charge=+1 homo_energy_ev=-10.11
O -2.075 0.541 2.264 0.156
C -2.481 1.549 1.749 -0.397
O -3.759 1.739 1.364 0.041
C -4.287 3.046 1.654 -0.155
C -5.829 3.032 1.578 -0.143
C -6.247 3.583 0.173 -0.240
C -7.557 2.950 -0.346 -0.241
S -8.907 3.195 0.824 0.326
O -8.787 2.333 1.954 -0.320
O -10.106 2.971 0.085 -0.337
Cl -8.910 5.151 1.429 0.412
C -1.513 2.694 1.435 -0.015
C -0.949 2.749 0.174 0.063
C -0.108 3.778 -0.098 -0.071
N 0.166 4.709 0.796 -0.401
Cl 1.199 5.992 0.399 0.949
C -0.340 4.679 2.028 0.024
C -1.190 3.670 2.350 -0.194
F -1.707 3.658 3.569 0.145
H -3.952 3.816 0.944 0.128
H -3.976 3.384 2.647 0.129
H -6.227 2.033 1.752 0.118
H -6.185 3.752 2.319 0.114
H -6.285 4.675 0.219 0.098
H -5.441 3.340 -0.530 0.113
H -7.835 3.482 -1.257 0.109
H -7.391 1.886 -0.514 0.125
H -1.180 1.983 -0.554 0.159
H 0.322 3.842 -1.094 0.136
H -0.066 5.448 2.751 0.131
C -4.666 -1.427 2.212 -0.007
C -4.833 -2.730 1.474 -0.552
O -4.943 -2.778 0.258 0.022
N -4.857 -3.871 2.212 0.006
C -4.742 -4.009 3.653 -0.071
H -4.666 -0.611 1.498 0.063
H -5.491 -1.275 2.910 0.094
H -3.718 -1.419 2.749 0.071
H -4.970 -4.706 1.658 0.139
H -3.878 -4.634 3.885 0.082
H -5.639 -4.497 4.038 0.085
H -4.626 -3.045 4.138 0.067
C 4.583 2.202 -2.147 -0.012
C 3.206 2.079 -1.555 -0.532
O 2.203 2.487 -2.137 -0.005
N 3.093 1.494 -0.335 0.019
C 4.149 0.950 0.505 -0.053
H 4.514 2.682 -3.118 0.071
H 5.217 2.812 -1.499 0.088
H 5.023 1.215 -2.284 0.082
H 2.145 1.442 0.001 0.111
H 3.953 -0.108 0.684 0.079
H 4.148 1.473 1.463 0.084
H 5.122 1.059 0.040 0.078
C -2.453 0.065 5.751 -0.007
C -3.823 -0.137 6.352 -0.558
O -4.838 0.214 5.769 0.021
N -3.898 -0.728 7.572 0.008
C -2.811 -1.208 8.408 -0.070
H -2.566 0.543 4.783 0.053
H -1.847 0.709 6.390 0.086
H -1.957 -0.896 5.609 0.089
H -4.842 -0.830 7.910 0.142
H -2.944 -2.275 8.588 0.085
H -2.838 -0.685 9.365 0.085
H -1.845 -1.044 7.941 0.073
C 2.076 1.319 -5.213 -0.001
C 3.022 0.148 -5.114 -0.535
O 3.968 0.127 -4.330 0.009
N 2.795 -0.904 -5.931 0.016
C 1.735 -1.063 -6.915 -0.081
H 2.378 2.081 -4.502 0.050
H 2.106 1.744 -6.218 0.088
H 1.059 1.005 -4.974 0.089
H 3.459 -1.653 -5.817 0.138
H 1.149 -1.941 -6.659 0.072
H 2.189 -1.210 -7.898 0.084
H 1.083 -0.201 -6.946 0.056
C 2.898 8.353 -4.131 -0.006
C 2.658 7.235 -3.149 -0.549
O 1.728 7.261 -2.350 -0.033
N 3.509 6.179 -3.172 0.014
C 4.657 5.969 -4.037 -0.067
H 2.138 9.116 -3.989 0.084
H 3.877 8.801 -3.963 0.088
H 2.830 7.981 -5.154 0.088
H 3.288 5.467 -2.493 0.123
H 4.511 5.050 -4.607 0.082
H 5.553 5.861 -3.422 0.085
H 4.796 6.796 -4.724 0.075
C -2.992 0.181 -7.283 -0.010
C -2.068 -1.011 -7.221 -0.541
O -1.111 -1.049 -6.452 -0.006
N -2.328 -2.049 -8.046 0.020
C -3.406 -2.185 -9.017 -0.060
H -2.656 0.926 -6.568 0.078
H -2.975 0.623 -8.280 0.085
H -4.010 -0.114 -7.027 0.086
H -1.675 -2.810 -7.952 0.141
H -3.999 -3.063 -8.758 0.091
H -2.972 -2.334 -10.004 0.054
H -4.047 -1.310 -9.031 0.076
C 0.471 -0.828 1.525 -0.021
C 1.472 -1.956 1.539 -0.542
O 2.450 -1.935 2.274 0.016
N 1.254 -3.003 0.707 0.018
C 0.156 -3.198 -0.227 -0.060
H 0.779 -0.070 2.241 0.082
H 0.430 -0.374 0.531 0.076
H -0.514 -1.191 1.808 0.072
H 1.961 -3.719 0.768 0.140
H -0.375 -4.114 0.034 0.087
H 0.559 -3.301 -1.235 0.087
H -0.540 -2.366 -0.205 0.074
C 3.986 6.347 3.106 0.000
C 2.613 6.235 3.716 -0.535
O 1.606 6.627 3.123 -0.076
N 2.513 5.687 4.946 0.018
C 3.579 5.173 5.792 -0.057
H 3.903 6.805 2.125 0.077
H 4.627 6.974 3.727 0.094
H 4.433 5.359 2.993 0.089
H 1.567 5.646 5.294 0.143
H 3.388 4.120 6.004 0.088
H 3.583 5.725 6.732 0.091
H 4.548 5.270 5.317 0.076
C -1.727 -2.698 -13.336 -0.007
C -1.968 -3.833 -12.372 -0.543
O -2.907 -3.829 -11.587 0.010
N -1.103 -4.878 -12.399 0.007
C 0.058 -5.063 -13.252 -0.072
H -2.497 -1.946 -13.194 0.083
H -0.754 -2.241 -13.150 0.085
H -1.776 -3.056 -14.365 0.087
H -1.324 -5.600 -11.731 0.140
H -0.069 -5.975 -13.835 0.085
H 0.947 -5.167 -12.627 0.083
H 0.194 -4.225 -13.927 0.073
C 3.903 -3.994 4.137 -0.015
C 3.767 -5.138 5.109 -0.533
O 2.838 -5.203 5.905 0.020
N 4.714 -6.110 5.080 0.013
C 5.877 -6.205 4.217 -0.071
H 3.079 -3.304 4.279 0.066
H 4.837 -3.458 4.311 0.091
H 3.871 -4.362 3.112 0.078
H 4.561 -6.842 5.756 0.125
H 5.819 -7.130 3.640 0.084
H 6.777 -6.231 4.832 0.085
H 5.936 -5.364 3.535 0.072
C 4.049 -6.840 11.040 -0.015
C 3.863 -5.707 10.059 -0.558
O 4.260 -4.576 10.296 0.022
N 3.233 -5.982 8.888 0.010
C 2.699 -7.249 8.434 -0.080
H 4.564 -6.464 11.919 0.080
H 3.082 -7.240 11.348 0.082
H 4.653 -7.633 10.596 0.082
H 3.142 -5.183 8.277 0.116
H 3.192 -7.521 7.500 0.059
H 1.631 -7.130 8.246 0.087
H 2.851 -8.036 9.165 0.072